C14H18N2O3S2 | ωB97M-V with the def2-TZVPD basis set

```
39
Properties=species:S:1:pos:R:3:forces:R:3:mulliken_charge:R:1
C -5.057 -0.529 -1.901 -0.2051 0.0536 -0.1826 -0.9455
H -6.002 -0.886 -1.495 0.0487 0.0463 -0.0770 0.2509
O -4.089 -0.827 -0.924 0.3589 -0.0485 0.2104 -0.4346
C -2.793 -0.498 -1.161 0.2902 0.0282 0.0837 0.9411
C -2.339 0.133 -2.316 -0.2030 -0.0363 -0.0115 -0.7927
C -0.993 0.429 -2.462 0.0271 0.0258 -0.0397 -0.8425
C -0.113 0.088 -1.460 0.6101 0.1321 -0.0724 -0.2971
C -0.548 -0.541 -0.307 -0.1759 -0.1616 0.0043 0.2639
C -1.887 -0.839 -0.137 -0.1383 0.0469 -0.1105 0.3578
C -2.395 -1.512 1.098 -0.0418 0.0142 -0.0804 -1.4542
H -1.592 -1.642 1.817 0.0508 -0.0211 0.0833 0.3170
H -3.191 -0.921 1.546 -0.0522 -0.0214 0.1115 0.3472
H -2.816 -2.485 0.848 -0.0564 -0.0908 0.0719 0.3340
H 0.175 -0.793 0.453 0.0100 -0.0488 0.1647 0.2699
S 1.607 0.492 -1.640 0.1121 0.4339 0.0006 1.3137
O 1.956 0.628 -3.024 -0.1763 0.1198 -0.1976 -0.7804
O 2.392 -0.419 -0.853 -0.5146 0.0318 -0.0806 -0.5090
N 1.622 2.063 -1.056 0.0423 -0.7136 -0.4780 -0.2618
H 2.416 2.569 -1.415 0.1621 -0.0140 -0.2730 0.2956
C 1.263 2.377 0.304 -0.0400 0.1220 0.5144 -0.6060
H 0.838 3.388 0.308 -0.0494 -0.1810 0.0161 0.3271
C 2.409 2.313 1.325 -0.2372 -0.1676 -0.1608 -0.6679
C 2.861 0.910 1.556 0.9295 0.1685 0.0552 0.0571
C 4.120 0.432 1.379 -0.1018 -0.0955 0.1494 -0.3492
S 4.183 -1.249 1.714 -0.5765 0.3052 0.0907 -0.2257
C 2.479 -1.188 2.092 0.7903 -0.3044 -0.0015 0.8914
N 1.959 -0.020 1.974 -0.7174 0.1143 0.2399 -0.4655
C 1.736 -2.409 2.487 -0.0585 -0.1681 -0.0264 -1.2503
H 2.351 -3.041 3.124 -0.0571 -0.0979 0.0513 0.4463
H 1.469 -2.979 1.596 -0.0514 -0.0803 -0.0093 0.2637
H 0.826 -2.131 3.013 -0.0090 0.0034 0.0314 0.2795
H 4.996 0.956 1.055 0.1557 0.1943 -0.0922 0.4443
H 3.251 2.918 0.982 -0.0202 0.0698 0.0559 0.3118
H 2.040 2.729 2.267 0.0411 0.0770 -0.0162 0.3301
H 0.483 1.672 0.596 -0.0672 0.1924 0.1600 0.2350
H -0.615 0.911 -3.349 -0.0381 0.0783 -0.1613 0.4680
H -3.023 0.397 -3.107 -0.0723 0.0082 -0.0636 0.4095
H -5.127 0.548 -2.083 0.0217 -0.0445 0.0028 0.3630
H -4.851 -1.045 -2.843 0.0088 0.0292 0.0371 0.3642
```
Forces are in eV/Å.

Output
LUMO level: 0.0266 Ha
SMILES: COc1ccc(S(=O)(=O)NCCc2csc(C)n2)cc1C
DFT total energy: -45602.939 eV
Kohn-Sham gap: 9.22 eV
Largest force on an atom: 0.9 eV Å⁻¹